C5H7N | ωB97M-V/def2-TZVPD

The calculation puts the frontier orbital gap at 9.79 eV. The value obtained for the energy above the lowest of the compared OMol25 structures with the same formula, charge and spin is 2.198 eV. The SMILES is C=CC(=C)N=C. The calculation puts the HOMO energy at -0.3162 Ha. As for the molecular weight: 81.118 g mol⁻¹.

```
13
Properties=species:S:1:pos:R:3:forces:R:3:lowdin_charge:R:1
N -0.517 -0.203 -1.004 -1.0 -0.9 -1.2 0.02
C 0.988 -1.636 0.256 -0.2 0.2 0.0 0.06
C -0.067 0.294 -2.064 0.2 -0.1 0.2 -0.01
C -1.117 1.172 1.354 0.5 0.0 -0.4 0.02
C 0.019 0.522 1.106 0.1 -1.0 1.4 -0.13
C 0.203 -0.568 0.111 0.6 1.7 0.0 -0.41
H 0.857 0.616 1.789 0.0 0.2 0.1 0.10
H -1.203 1.844 2.191 0.1 0.2 0.1 0.05
H -0.766 0.515 -2.859 -0.1 0.1 -0.2 0.07
H -1.967 1.094 0.702 -0.3 -0.2 -0.1 0.05
H 1.514 -1.808 1.178 0.0 0.0 0.2 0.05
H 0.986 0.532 -2.239 0.1 -0.1 0.1 0.09
H 1.072 -2.374 -0.521 0.0 -0.1 -0.2 0.05
```
Forces are in eV/Å.

C41H48N3O3Si | ωB97M-V/def2-TZVPD

The calculation puts the frontier orbital gap at 6.26 eV. The value obtained for the energy above the lowest of the compared OMol25 structures with the same formula, charge and spin is 0.000 eV. The calculation puts the HOMO energy at -0.3823 Ha. The net charge is +1. As for the molecular weight: 658.939 g mol⁻¹.

```
96
Properties=species:S:1:pos:R:3:forces:R:3:lowdin_charge:R:1
Si -0.392 3.706 0.738 -0.2 -0.7 0.6 0.39
O -4.810 -1.192 -2.056 -0.1 0.8 0.5 -0.10
O -0.586 2.236 1.482 0.0 -0.3 -0.1 -0.18
O 4.914 -3.848 0.951 0.4 -0.3 -0.2 -0.08
N -0.469 0.441 -4.745 1.1 0.1 0.3 -0.08
N -0.694 -0.296 1.028 0.4 0.0 0.0 -0.01
N 2.556 -3.516 -3.976 -1.8 1.2 0.2 -0.06
C -2.976 0.649 -4.531 0.0 0.5 0.3 0.01
C 6.096 -4.646 1.212 -0.4 0.2 -0.3 -0.05
C 0.024 -0.438 -2.721 -0.6 0.3 -0.1 -0.13
C 0.552 -0.024 -3.967 -1.5 -0.4 -0.4 0.01
C 5.052 -4.504 -1.395 -0.6 0.5 0.4 0.01
C -1.622 3.479 4.272 -0.1 0.1 -0.2 -0.05
C 3.255 -3.014 -0.506 0.8 -0.8 0.5 0.08
C 2.891 -4.040 -5.296 -0.1 -0.1 -0.1 0.02
C -4.040 0.315 -3.704 0.6 -0.6 0.0 0.02
C -1.409 -0.094 -2.766 0.3 0.7 -0.8 -0.10
C 2.629 1.409 5.162 0.0 0.1 -0.1 -0.09
C -1.012 -1.031 3.208 0.8 0.1 -0.2 -0.12
C 0.221 1.332 4.946 0.5 0.1 0.0 -0.06
C -1.051 -1.711 0.870 -0.4 0.1 0.0 -0.22
C -2.480 -0.437 -1.960 -1.2 -0.4 -0.1 0.06
C -2.551 4.397 4.761 0.1 -0.2 -0.2 -0.07
C -4.624 -2.579 -1.725 0.4 0.4 -0.2 -0.04
C 2.741 1.430 3.771 -0.2 -0.3 -0.2 -0.07
C 4.457 -4.445 -2.656 0.2 0.1 0.2 0.00
C 1.489 -2.715 -3.692 1.5 -0.5 -0.3 0.04
C -4.257 3.384 3.396 0.2 -0.2 0.0 -0.08
C -3.860 4.386 4.285 -0.1 -0.4 0.1 -0.08
C -2.094 4.220 0.218 -0.2 0.5 -0.4 -0.14
C -1.679 0.432 -4.051 0.3 -1.0 0.3 -0.16
C -0.917 1.591 2.694 0.6 0.1 0.2 -0.33
C -1.331 0.156 2.277 -1.5 -0.3 -0.3 -0.23
C 2.667 -2.997 -1.748 0.5 -0.4 -0.8 -0.10
C 4.425 -3.810 -0.318 0.1 0.1 -0.2 -0.24
C -3.337 2.419 2.950 0.0 0.5 0.2 -0.03
C 0.476 4.911 1.858 0.1 0.4 -0.1 -0.14
C -2.010 2.456 3.395 0.2 0.0 -0.6 -0.13
C 0.655 -1.303 -1.791 1.3 -0.4 -1.5 0.12
C -1.362 -2.215 2.297 -1.2 0.0 0.1 -0.15
C -3.777 -0.434 -2.533 0.8 -0.4 0.4 -0.24
C 3.300 -3.703 -2.816 0.0 0.1 0.9 -0.17
C 0.344 1.446 3.556 -0.2 0.3 0.1 -0.18
C 0.677 3.213 -0.705 0.2 0.2 -0.3 -0.15
C 1.364 1.357 5.748 -0.1 -0.3 -0.2 -0.07
C -0.322 0.787 -6.140 0.4 0.3 -0.7 0.00
C 1.511 -2.306 -2.325 -0.1 0.7 0.1 -0.09
C 1.601 1.417 2.955 0.1 0.2 0.3 -0.02
H -2.688 4.622 1.042 0.1 0.0 0.0 0.03
H -0.567 3.608 4.518 -0.4 -0.2 0.2 0.12
H -3.636 1.708 2.178 0.0 0.1 0.4 0.11
H -2.645 3.368 -0.195 0.1 0.0 0.0 0.04
H 3.722 1.432 3.308 0.0 0.0 0.1 0.10
H -1.460 -1.008 4.206 -0.4 -0.1 -0.4 0.12
H -2.471 -2.354 2.333 0.8 -0.2 0.2 0.12
H 2.823 -2.474 0.333 0.2 -0.1 0.0 0.13
H 1.656 1.400 1.859 0.1 0.2 0.6 0.11
H 0.069 -1.041 3.408 -0.2 0.1 -0.2 0.12
H -4.570 -3.169 -2.645 0.0 0.1 0.0 0.10
H -4.572 5.146 4.616 0.2 -0.3 0.0 0.11
H -0.871 -3.168 2.527 -0.1 0.3 0.1 0.11
H -0.224 -2.249 0.387 -0.4 -0.2 0.3 0.09
H -5.078 0.503 -3.957 0.2 -0.2 -0.3 0.13
H 6.274 -4.595 2.286 -0.1 0.1 -0.2 0.10
H 0.531 -1.161 -0.725 0.0 -0.1 -0.2 0.08
H -3.713 -2.763 -1.137 -0.3 0.2 0.0 0.08
H -0.039 -0.086 -6.747 -0.3 0.1 0.3 0.10
H -2.050 4.986 -0.566 -0.1 0.0 0.1 0.04
H -3.146 1.054 -5.527 -0.1 0.1 0.3 0.11
H -0.776 1.254 5.386 0.4 0.1 0.0 0.13
H 0.962 5.685 1.241 -0.1 -0.1 0.3 0.04
H -5.514 -2.863 -1.171 0.1 0.0 0.1 0.10
H -2.439 0.159 2.077 0.6 0.0 0.5 0.14
H -1.972 -1.848 0.254 0.7 -0.2 0.4 0.08
H 1.274 1.308 6.831 0.0 0.0 -0.2 0.11
H 0.476 1.528 -6.278 -0.3 0.0 0.1 0.10
H 1.673 2.921 -0.348 -0.2 0.0 0.0 0.04
H -1.262 1.190 -6.528 0.3 -0.1 0.1 0.09
H 0.257 2.374 -1.276 0.0 0.1 0.2 0.02
H -2.279 -0.748 -0.942 -0.5 -0.3 -0.4 0.08
H 6.965 -4.246 0.676 -0.2 0.0 0.1 0.10
H -5.300 3.333 3.072 0.4 0.1 -0.1 0.11
H 1.569 -0.073 -4.359 -0.4 0.1 0.3 0.15
H 3.157 -3.222 -5.980 0.0 -0.2 0.3 0.11
H 0.813 4.054 -1.395 0.0 -0.1 0.0 0.04
H 0.792 -2.453 -4.475 -0.1 -0.2 0.2 0.14
H 4.903 -4.948 -3.508 0.1 0.0 0.2 0.11
H 3.529 1.424 5.786 -0.4 0.0 -0.3 0.11
H 3.738 -4.719 -5.188 -0.2 0.1 -0.1 0.08
H 2.046 -4.596 -5.716 0.2 0.1 0.2 0.11
H 5.945 -5.691 0.911 -0.1 0.2 0.1 0.10
H -0.913 0.301 0.228 0.0 -0.2 0.5 0.10
H 5.984 -5.065 -1.234 -0.7 0.3 -0.2 0.11
H 1.258 4.410 2.446 -0.2 0.1 -0.1 0.04
H -2.242 5.096 5.534 0.0 0.1 -0.3 0.11
H -0.224 5.407 2.544 0.2 -0.1 -0.2 0.03
```
Forces are in eV/Å.

C5H8NO2S2 | ωB97M-V/def2-TZVPD

The calculation puts the frontier orbital gap (spin up / spin down) at 6.28 / 6.36 eV. The value obtained for the energy above the lowest of the compared OMol25 structures with the same formula, charge and spin is 5.328 eV. The SMILES is CC(C)/C=C(\[O-])OSN=S. The calculation puts the HOMO energy (spin up / spin down) at -0.1019 / -0.1041 Ha. The net charge is -1. As for the molecular weight: 178.258 g mol⁻¹.

```
18
Properties=species:S:1:pos:R:3:forces:R:3:lowdin_charge:R:1
S -3.345 2.306 0.229 -0.6 1.3 -0.7 0.21
S -4.289 -0.522 -0.500 -0.1 1.0 -0.1 0.78
O -1.275 -2.419 0.458 -0.2 -0.1 0.5 0.05
O -3.317 -1.838 -0.031 -1.6 0.6 0.3 -0.36
N -3.404 0.712 0.433 1.7 -3.1 0.2 -0.95
C 0.676 -0.451 -0.949 -0.6 1.2 -2.3 -0.10
C -2.028 -1.530 0.102 1.4 -0.6 -0.9 -0.62
C 0.137 -0.068 1.427 1.2 4.7 1.3 -0.08
C -0.246 0.281 0.004 -1.9 0.6 -0.4 -0.41
C -1.641 -0.213 -0.377 0.5 0.0 4.1 -0.17
H -0.348 0.520 2.263 -0.2 -0.2 -1.2 0.10
H 1.686 -0.114 -0.726 0.4 -0.5 -0.4 0.07
H 0.509 -1.518 -1.009 0.4 -0.4 0.9 0.07
H -0.155 -1.025 1.593 0.2 -3.0 0.7 0.02
H -1.866 -0.136 -1.360 -1.0 0.8 -3.1 0.06
H -0.260 1.396 -0.239 0.3 -1.2 0.5 0.14
H 0.338 -0.170 -2.007 1.0 0.1 1.1 0.10
H 1.214 0.246 1.621 -0.9 -1.2 -0.4 0.09
```
Forces are in eV/Å.

H28O18SZn | ωB97M-V/def2-TZVPD

The calculation puts the frontier orbital gap at 3.46 eV. The value obtained for the energy above the lowest of the compared OMol25 structures with the same formula, charge and spin is 10.496 eV. The calculation puts the HOMO energy at -0.3213 Ha. As for the molecular weight: 413.663 g mol⁻¹.

```
48
Properties=species:S:1:pos:R:3:forces:R:3:lowdin_charge:R:1
Zn 11.972 -18.678 -3.977 0.1 1.1 -0.8 1.12
S 11.640 -15.305 -7.031 0.0 1.1 -1.9 0.16
O 7.137 -15.250 -8.747 -0.4 0.0 0.1 -0.05
O 8.483 -10.907 -6.504 0.2 0.2 0.0 -0.05
O 7.943 -15.158 -4.177 0.0 -0.3 0.3 -0.04
O 15.707 -12.959 -8.781 0.3 0.1 0.1 -0.05
O 14.305 -12.089 -4.003 0.2 -0.1 0.3 -0.05
O 15.954 -16.540 -6.592 0.1 -0.4 0.2 -0.05
O 10.466 -14.444 -6.946 -0.2 0.1 0.4 -0.31
O 14.001 -15.821 -11.464 0.1 0.2 -0.2 -0.05
O 14.454 -19.650 -5.085 -0.6 0.0 0.4 -0.09
O 9.649 -15.112 -11.365 -0.3 -0.2 -0.2 -0.05
O 10.487 -20.483 -6.078 0.2 0.2 0.7 -0.08
O 11.118 -19.716 -9.853 0.0 -0.3 0.3 -0.05
O 11.778 -15.910 -8.349 -0.2 -0.4 -1.0 -0.31
O 12.883 -14.626 -6.726 1.3 0.9 0.8 -0.28
O 11.498 -16.391 -6.061 -0.9 -2.5 2.3 -0.30
O 12.351 -10.560 -7.481 0.2 0.2 0.1 -0.05
O 13.442 -16.697 -2.446 -0.3 -0.5 -0.3 -0.09
O 9.706 -17.860 -2.406 0.6 -0.3 -0.2 -0.09
H 9.353 -18.174 -1.574 0.0 -0.2 0.2 0.05
H 10.588 -21.433 -6.136 0.0 -0.3 0.0 0.04
H 12.617 -11.469 -7.615 0.1 -0.3 -0.1 0.02
H 13.780 -11.313 -4.199 -0.1 0.2 -0.1 0.03
H 14.839 -20.526 -5.079 0.0 -0.3 0.1 0.04
H 13.271 -15.922 -10.853 -0.3 0.1 0.3 0.01
H 12.997 -15.850 -2.408 -0.2 0.3 -0.1 0.05
H 7.463 -14.493 -3.684 -0.2 0.1 0.1 0.03
H 9.624 -14.163 -11.243 0.0 0.3 0.0 0.04
H 16.294 -16.153 -7.398 0.1 0.1 -0.2 0.03
H 11.537 -18.880 -9.652 0.1 0.4 0.1 0.02
H 15.407 -13.255 -9.640 -0.1 -0.1 -0.3 0.03
H 10.884 -19.651 -10.779 -0.1 0.0 -0.2 0.03
H 8.613 -11.855 -6.514 0.2 -0.3 -0.1 0.02
H 9.120 -17.149 -2.663 -0.2 0.5 -0.5 0.03
H 7.801 -14.824 -8.204 0.3 0.0 0.2 0.01
H 7.611 -10.788 -6.127 -0.2 0.1 0.0 0.03
H 14.174 -16.611 -1.835 0.3 -0.1 0.1 0.05
H 15.078 -19.117 -5.578 0.2 0.6 -0.3 0.04
H 14.117 -12.694 -4.721 -0.1 -0.2 -0.3 0.01
H 11.400 -10.600 -7.380 -0.3 0.0 0.1 0.02
H 15.211 -15.985 -6.354 -0.4 0.2 0.0 0.01
H 15.149 -13.424 -8.158 -0.3 -0.1 0.2 0.01
H 10.394 -20.195 -6.986 0.0 0.3 -0.4 0.04
H 7.606 -15.506 -9.541 0.2 0.0 -0.3 0.01
H 10.236 -15.427 -10.678 0.3 -0.1 0.4 0.01
H 8.487 -14.660 -4.787 0.4 0.0 -0.4 0.02
H 14.513 -16.623 -11.361 0.2 -0.2 0.0 0.03
```
Forces are in eV/Å.

C3HAgLiO4 | ωB97M-V/def2-TZVPD

As for the expectation value of S²: 2.01. The calculation puts the frontier orbital gap (spin up / spin down) at 3.55 / 5.79 eV. Its spin multiplicity is 3. The value obtained for the energy above the lowest of the compared OMol25 structures with the same formula, charge and spin is 0.000 eV. The calculation puts the HOMO energy (spin up / spin down) at -0.2929 / -0.4685 Ha. The net charge is +1. As for the molecular weight: 215.846 g mol⁻¹.

```
10
Properties=species:S:1:pos:R:3:forces:R:3:mulliken_spin:R:1
Ag 5.306 1.087 -0.159 1.5 0.5 -0.1 1.15
O 0.970 1.191 -0.019 -0.9 -0.4 0.0 0.00
O -0.746 -2.377 -0.066 -2.0 2.2 1.0 0.16
O -2.450 0.978 -0.021 1.6 -3.6 0.8 0.25
O 3.186 0.530 -0.063 -2.4 -1.0 0.0 -0.16
C -1.441 -1.276 0.264 2.2 -3.2 -1.3 0.45
C 2.037 0.755 -0.045 1.8 1.0 0.0 0.02
C -1.929 -0.161 0.134 -2.0 4.5 -0.6 0.15
Li -3.522 2.275 0.391 -0.2 0.3 0.0 0.00
H -1.411 -3.002 -0.416 0.4 -0.2 0.1 -0.01
```
Forces are in eV/Å.

C3H4N2O | ωB97M-V/def2-TZVPD

The calculation puts the frontier orbital gap at 9.59 eV. The value obtained for the energy above the lowest of the compared OMol25 structures with the same formula, charge and spin is 2.589 eV. The SMILES is Oc1cn[nH]c1. The calculation puts the HOMO energy at -0.3222 Ha. As for the molecular weight: 84.078 g mol⁻¹.

```
10
Properties=species:S:1:pos:R:3:forces:R:3:lowdin_charge:R:1
O -2.053 -0.277 -0.191 0.8 1.1 1.5 -0.03
N 1.390 0.426 -0.141 1.5 4.7 0.4 -0.06
N 1.377 -0.862 -0.159 7.5 0.2 0.2 0.01
C 0.117 1.002 -0.024 0.0 -4.2 0.7 0.00
C -0.648 -0.171 0.098 -2.4 2.1 -1.4 -0.25
C 0.250 -1.262 0.033 -6.4 1.2 0.2 -0.15
H 2.295 0.856 0.180 -1.6 -0.5 -1.0 0.18
H -0.230 1.999 -0.042 0.4 0.9 -0.1 0.10
H -2.563 0.522 0.146 1.3 -1.5 -0.5 0.12
H 0.065 -2.234 0.099 -1.1 -3.9 0.1 0.08
```
Forces are in eV/Å.

| no. | strongest force on any atom (eV/Å) | total energy (Ha) |
| --- | --- | --- |
| 1 | 1.812 | -249.3925 |
| 2 | 2.215 | -2270.3881 |
| 3 | 4.986 | -1196.8435 |
| 4 | 3.490 | -3548.4132 |
| 5 | 4.951 | -569.9975 |
| 6 | 7.503 | -301.3921 |